(1)
C6H8N2 | ωB97M-V/def2-TZVPD

The HOMO energy comes out at -7.54 eV. The SMILES is N1[C@@H]2[C@@H]3N[C@@H]4[C@H]1[C@@H]4[C@H]23. The value obtained for the energy relative to the best compared isomer or geometry (same formula, charge and spin) is 4.874 eV. As for the LUMO energy: 0.036 Eh.

```
! wB97M-V def2-TZVPD RIJCOSX def2/J DEFGRID3
* xyz 0 1
C 1.3650 0.3773 -0.0646
C 0.7899 -1.0912 -0.2656
C -1.4109 -0.2417 -0.1708
C -0.7757 1.1177 -0.0654
C -0.7249 0.1214 1.2319
C 0.7590 -0.3744 1.0295
H 0.8205 2.2803 -0.6886
H 2.4790 0.2801 0.0526
H 1.4031 -2.0963 -0.3440
H -0.9128 -2.1991 -1.0344
H -2.3940 -0.4119 -0.0997
H -1.7488 1.8164 -0.2611
H -1.3030 0.2432 2.0023
H 1.3616 -0.5548 1.8875
N 0.5677 1.2689 -0.8010
N -0.5276 -1.0993 -0.8682
*
```

---

(2)
C21H21BrN4O2 | ωB97M-V/def2-TZVPD

The HOMO energy comes out at -8.39 eV. The SMILES is CC(=O)C1=C(C)NC(NCC(=O)Nc2ccccc2)=N[C@H]1c1ccc(Br)cc1. The value obtained for the energy relative to the best compared isomer or geometry (same formula, charge and spin) is 2.725 eV. As for the LUMO energy: 0.013 Eh.

```
! wB97M-V def2-TZVPD RIJCOSX def2/J DEFGRID3
* xyz 0 1
O 1.7406 -4.1250 -1.7627
O 0.4469 3.5100 1.8431
Br -4.1203 -0.0279 -2.8653
N 0.7270 -1.2051 1.5440
C 2.0315 -2.9418 -1.7050
C 0.4440 2.3029 2.0762
C 1.8280 -0.5789 1.7865
C 3.0381 -1.3239 -0.0852
C 2.0083 -2.1223 -0.4907
C -4.3582 3.1793 0.4567
C -3.1707 3.6698 0.0374
C -4.3807 2.0426 1.3367
C -2.4002 -2.1107 -1.8969
C -1.5952 0.1926 -1.7273
C -2.0072 3.0547 0.4245
C -3.1955 1.4799 1.7506
C -1.2620 -2.6086 -1.1841
C -0.5988 -0.2882 -0.9676
C -2.5557 -0.7122 -2.0219
C -1.9792 2.0570 1.3374
C -0.3841 -1.6355 -0.6603
N 2.9197 -0.5494 1.0461
N -0.7732 1.5476 1.8662
N 1.7557 0.2687 2.8607
C 2.2322 -2.2374 -2.9365
C 4.4221 -1.1848 -0.8478
C 0.7240 -2.0253 0.2992
C 1.7950 1.6573 2.5161
H -5.3649 3.5099 0.2023
H -3.1637 4.4896 -0.5894
H -5.3760 1.6819 1.6277
H -3.1866 -2.6739 -2.3437
H -1.6713 1.2721 -1.8011
H -1.1097 3.3366 0.0029
H -3.1938 0.4519 2.2599
H -1.0053 -3.6241 -0.9323
H 0.0871 0.4458 -0.5614
H 3.6800 -0.3264 1.6772
H -0.6981 0.5843 2.0994
H 1.2325 -0.0011 3.7064
H 1.6298 -2.6741 -3.7638
H 1.9705 -1.0938 -2.8347
H 3.2483 -2.3859 -3.2425
H 4.7092 -2.0920 -1.3428
H 5.2648 -0.8069 -0.1801
H 4.3523 -0.3802 -1.6521
H 0.4841 -3.0489 0.5649
H 2.5496 1.8307 1.7096
H 2.2290 2.2188 3.3635
*
```

---

(3)
C32H88N8O8 | ωB97M-V/def2-TZVPD

The HOMO energy comes out at -8.61 eV. The SMILES is COC[C@H](C)N.COC[C@H](C)N.COC[C@H](C)N.COC[C@H](C)N.COC[C@H](C)N.COC[C@H](C)N.COC[C@H](C)N.COC[C@H](C)N. The value obtained for the energy relative to the best compared isomer or geometry (same formula, charge and spin) is 2.926 eV. As for the LUMO energy: 0.019 Eh.

```
! wB97M-V def2-TZVPD RIJCOSX def2/J DEFGRID3
* xyz 0 1
C -1.1721 -6.6961 2.4245
C -1.1389 -5.2461 1.8316
C -2.5144 -4.7531 1.4689
O -2.6565 -4.7224 0.0501
C -3.6377 -5.6118 -0.4126
N -0.3885 -4.2993 2.6904
H -0.2660 -6.9078 2.9873
H -1.3921 -7.4218 1.6439
H -1.9983 -6.6941 3.1396
H -0.5034 -5.2206 0.9473
H -2.6594 -3.7433 1.8671
H -3.3183 -5.3115 1.9568
H -4.6802 -5.3303 -0.2135
H -3.4057 -6.6256 -0.0711
H -3.6744 -5.6718 -1.5062
H -0.7935 -4.0801 3.5971
H 0.4886 -4.7567 2.9186
C 2.6492 -0.7915 3.8095
C 3.6480 -1.9739 3.8521
C 3.9955 -2.2308 5.3435
O 4.8747 -3.3198 5.4711
C 5.0248 -3.7250 6.8295
N 2.9607 -3.0917 3.2637
H 2.9555 -0.0059 4.5075
H 1.5874 -0.9442 4.0045
H 2.7056 -0.3497 2.8128
H 4.6356 -1.6959 3.4721
H 3.0249 -2.5898 5.7264
H 4.2726 -1.2927 5.8348
H 5.7445 -4.5389 6.8015
H 4.1025 -4.1014 7.2820
H 5.3717 -2.8425 7.3714
H 2.0437 -3.1939 3.6800
H 3.4040 -3.9970 3.3805
C -4.1904 -6.3310 -5.5091
C -2.8296 -5.6268 -5.4993
C -2.6091 -4.7524 -4.2831
O -1.3729 -4.0777 -4.3632
C -1.1168 -3.3142 -3.2181
N -1.8136 -6.6889 -5.4073
H -4.2064 -7.1452 -4.7804
H -4.3466 -6.8111 -6.4746
H -5.0249 -5.6815 -5.2413
H -2.6878 -5.1308 -6.4647
H -2.5702 -5.3800 -3.3855
H -3.4751 -4.0926 -4.1449
H -1.8671 -2.5304 -3.0553
H -0.1697 -2.7822 -3.3088
H -1.0682 -3.9558 -2.3306
H -0.8806 -6.2961 -5.3691
H -1.8382 -7.3577 -6.1657
C -1.4783 3.7763 2.5478
C -1.9096 4.5873 1.3221
C -1.4553 4.0291 -0.0292
O -2.0723 4.7877 -1.0450
C -1.5502 4.4975 -2.3260
N -3.3756 4.7480 1.3688
H -2.0030 2.8261 2.6591
H -1.5574 4.3778 3.4506
H -0.4160 3.5226 2.4503
H -1.3758 5.5403 1.4137
H -1.6621 2.9527 -0.1188
H -0.3622 4.1177 -0.1090
H -2.2273 4.9740 -3.0307
H -1.3870 3.4241 -2.4522
H -0.5669 4.9606 -2.4848
H -3.6244 4.9769 0.4124
H -3.7937 3.8786 1.6993
C 1.2453 0.4903 -1.9147
C 0.4418 0.6727 -0.6319
C -0.4263 -0.5160 -0.2473
O -1.1931 -0.1682 0.8655
C -2.0249 -1.2248 1.2820
N 1.4101 0.9642 0.4491
H 2.2730 0.8551 -1.8790
H 0.9348 0.9609 -2.8523
H 1.2997 -0.5837 -2.1398
H -0.2533 1.4938 -0.8254
H 0.2020 -1.4062 -0.1191
H -1.0676 -0.6627 -1.1317
H -2.4649 -1.0669 2.2649
H -1.3655 -2.0892 1.4371
H -2.7877 -1.5712 0.5789
H 1.9179 0.1096 0.6771
H 0.8449 1.0816 1.2938
C 2.4182 4.7511 0.8400
C 3.7840 4.0911 0.5089
C 4.3564 3.5009 1.8037
O 4.7142 4.4586 2.7857
C 6.0085 4.9855 2.6135
N 3.6226 3.0645 -0.5116
H 2.6493 5.6105 1.4724
H 1.6954 4.1581 1.4037
H 1.9423 5.0779 -0.0845
H 4.3453 4.9282 0.0836
H 5.2369 2.8653 1.6364
H 3.5520 2.8765 2.2042
H 6.0898 5.7263 3.4186
H 6.1236 5.5293 1.6750
H 6.8372 4.3140 2.8609
H 2.9647 2.3838 -0.1224
H 4.5216 2.5938 -0.5927
C -7.8493 3.6877 3.8779
C -6.5501 3.7583 3.0345
C -6.2585 2.3901 2.4631
O -4.9239 2.3912 1.9654
C -4.5738 1.3543 1.0670
N -6.7574 4.8004 2.0330
H -7.7589 2.7675 4.4773
H -8.7770 3.6834 3.3119
H -7.9060 4.3873 4.7156
H -5.8111 3.9129 3.8366
H -6.9607 2.1839 1.6473
H -6.2828 1.5979 3.2166
H -4.5861 0.4626 1.7083
H -3.5379 1.5156 0.7659
H -5.2185 1.3323 0.1857
H -5.8124 4.9744 1.6657
H -6.9645 5.6696 2.5160
C 5.8269 2.3051 -6.8141
C 4.3722 1.8727 -6.6582
C 3.9069 1.5996 -5.2394
O 4.7360 0.6091 -4.6773
C 5.2837 0.9414 -3.4101
N 3.5187 2.8015 -7.4168
H 6.2935 1.9976 -7.7493
H 6.3825 1.8829 -5.9727
H 6.0089 3.3820 -6.7499
H 4.3059 0.9250 -7.2137
H 2.8694 1.2447 -5.2382
H 3.9165 2.5369 -4.6695
H 4.5468 1.5058 -2.8320
H 6.1144 1.6614 -3.4778
H 5.7089 0.0164 -3.0316
H 2.5846 2.4374 -7.5799
H 3.8991 2.9107 -8.3496
*
```

---

(4)
C23H48F3NO20P4 | ωB97M-V/def2-TZVPD

The HOMO energy comes out at -8.16 eV. The SMILES is CNCC1=C(O)C(=O)C(C[C@@H](O)C(F)(F)F)=CC1=O.COP(=O)(OC)OC.COP(=O)(OC)OC.COP(=O)(OC)OC.COP(=O)(OC)OC. As for the LUMO energy: -0.050 Eh.

```
! wB97M-V def2-TZVPD RIJCOSX def2/J DEFGRID3
* xyz 0 1
C -0.2633 2.1947 -4.7842
N -1.2197 2.5805 -3.7602
C -1.6043 3.9838 -3.8309
C -3.0489 4.1899 -4.2572
C -3.7895 5.1794 -3.7632
O -3.3246 6.0658 -2.8439
C -5.1993 5.4241 -4.1945
O -5.7362 6.4829 -3.9437
C -5.9238 4.3873 -4.9651
C -7.4028 4.4698 -5.2314
C -8.2699 3.9228 -4.0946
O -9.6165 4.2583 -4.4088
C -8.2646 2.3900 -4.0187
F -9.3363 1.9977 -3.3116
F -7.1689 1.9343 -3.4157
F -8.4189 1.8265 -5.2194
C -5.2037 3.3858 -5.4535
C -3.7226 3.2990 -5.2453
O -3.1146 2.5073 -5.9361
H 0.6236 2.8182 -4.6922
H -0.6346 2.3110 -5.8101
H -0.0070 1.1482 -4.6452
H -2.0128 1.9651 -3.7182
H -0.9524 4.5687 -4.4793
H -1.4912 4.3955 -2.8288
H -3.4412 6.9351 -3.2449
H -7.6104 3.8907 -6.1241
H -7.6618 5.5188 -5.3462
H -8.0572 4.3515 -3.1163
H -9.8163 5.1167 -4.0344
H -5.6572 2.6056 -6.0465
C 1.5786 -0.0108 1.8922
O 1.0202 0.5266 0.6761
P 0.7715 -0.5368 -0.5957
O 0.6027 0.4656 -1.6861
O -0.6319 -1.0491 0.0271
C -1.6821 -0.0979 0.1822
O 0.8215 -1.9382 -1.4907
C 2.0797 -2.2330 -2.1296
H 1.6472 0.7970 2.6161
H 0.9371 -0.7982 2.2974
H 2.5795 -0.4077 1.7130
H -1.5606 0.7567 -0.4843
H -1.7129 0.2464 1.2169
H -2.6239 -0.5952 -0.0459
H 2.8929 -2.2731 -1.4053
H 2.3011 -1.4798 -2.8869
H 1.9901 -3.2053 -2.6080
C 4.9784 -8.1207 -0.3865
O 5.5140 -6.7856 -0.2713
P 4.6538 -5.6837 0.6503
O 5.3158 -4.4492 0.1283
O 5.2621 -6.1978 2.0502
C 6.6713 -6.0848 2.2586
O 3.3657 -4.9933 1.4337
C 2.2708 -4.5843 0.5963
H 5.6669 -8.7074 -0.9889
H 4.8814 -8.5849 0.5986
H 4.0070 -8.1039 -0.8821
H 7.1152 -5.3188 1.6236
H 7.1494 -7.0454 2.0631
H 6.8309 -5.8207 3.3018
H 1.8960 -5.4197 0.0055
H 2.5901 -3.7810 -0.0662
H 1.4703 -4.2226 1.2369
C -5.7690 0.6809 1.9906
O -4.5954 0.7302 2.8303
P -4.8389 1.1692 4.4200
O -3.4533 1.5154 4.8298
O -5.2957 -0.3079 4.8844
C -4.3315 -1.3556 4.8436
O -5.7735 1.8361 5.6016
C -5.9906 3.2573 5.5124
H -5.4614 0.3575 0.9995
H -6.4987 -0.0293 2.3883
H -6.2257 1.6684 1.9109
H -3.3127 -0.9709 4.8797
H -4.4676 -1.9458 3.9359
H -4.5022 -1.9974 5.7056
H -6.4305 3.5276 4.5523
H -5.0495 3.7911 5.6500
H -6.6804 3.5376 6.3038
C 8.9873 1.1344 2.3571
O 9.0546 0.4291 3.6133
P 8.3442 -1.0776 3.6830
O 8.2422 -1.2718 5.1521
O 9.5987 -1.8309 2.9987
C 10.8292 -1.8746 3.7141
O 7.3249 -2.2136 3.0675
C 5.9183 -1.9040 3.1243
H 9.5159 2.0770 2.4726
H 9.4621 0.5537 1.5618
H 7.9511 1.3449 2.0892
H 10.6808 -1.7436 4.7856
H 11.4999 -1.0990 3.3406
H 11.2847 -2.8462 3.5322
H 5.7129 -0.9593 2.6192
H 5.5840 -1.8502 4.1616
H 5.3826 -2.7011 2.6121
*
```

---

What is the formula in the third record?
C32H88N8O8